No. 1
Entry from OMol25: a molecular structure, C47H44BrN3O5TeY at a distorted geometry (ωB97M-V/def2-TZVPD).

Geometry as XYZ:
```
102
C47H44BrN3O5TeY | OMol25 | ωB97M-V/def2-TZVPD
Y -0.338 -0.253 1.270
O -3.210 1.225 -1.999
C -2.861 2.527 -1.967
C -3.428 3.389 -2.907
C -3.107 4.732 -2.911
C -2.204 5.245 -1.986
C -1.633 4.393 -1.058
C -1.958 3.040 -1.028
C -1.292 2.158 0.005
O -1.388 0.799 -0.214
N -1.826 2.496 1.335
N -1.301 1.800 2.343
C -1.771 1.891 3.533
C -1.137 1.253 4.667
Br 0.390 0.172 4.241
C -1.514 1.368 5.944
C -2.565 2.286 6.422
C -3.575 1.829 7.268
C -4.561 2.697 7.711
C -4.538 4.034 7.345
C -3.514 4.508 6.537
C -2.536 3.640 6.079
H -2.619 0.764 -1.361
H -4.120 2.972 -3.628
H -3.555 5.389 -3.646
H -1.940 6.294 -1.999
H -0.909 4.775 -0.346
H -0.231 2.460 0.052
H -2.725 2.949 1.429
H -2.661 2.482 3.734
H -1.013 0.754 6.684
H -3.594 0.789 7.568
H -5.353 2.325 8.348
H -5.305 4.711 7.698
H -3.469 5.555 6.268
H -1.715 4.009 5.476
C -2.170 -2.956 -0.713
C -0.953 -2.902 0.158
O -1.391 -1.534 2.359
C 1.325 -2.357 0.389
C 1.872 -3.628 0.205
C 3.146 -3.931 0.646
C 3.901 -2.953 1.277
C 3.385 -1.685 1.456
C 2.093 -1.354 1.036
O 1.604 -0.132 1.266
H -2.471 -1.940 -0.977
H -2.987 -3.456 -0.199
H -1.952 -3.481 -1.646
H 1.290 -4.372 -0.323
H 3.544 -4.925 0.488
H 4.901 -3.179 1.626
H 3.962 -0.904 1.936
C 7.124 0.971 -3.829
C 5.720 0.834 -3.305
C 4.910 -0.233 -3.655
C 3.603 -0.345 -3.186
C 2.791 -1.549 -3.575
C 3.083 0.651 -2.352
Te 1.111 0.546 -1.522
N 0.022 -2.088 -0.148
C -0.930 -3.582 1.453
O -0.635 -2.765 2.485
C -1.020 -4.980 1.689
C -0.985 -5.512 2.991
C -0.964 -6.877 3.188
C -0.997 -7.751 2.106
C -1.058 -7.240 0.813
C -1.059 -5.878 0.602
C -0.030 0.304 -3.312
C -0.621 -0.946 -3.490
C -1.450 -1.198 -4.570
C -1.684 -0.189 -5.494
C -1.105 1.056 -5.318
C -0.282 1.331 -4.225
C 0.301 2.711 -4.085
C 3.904 1.720 -1.958
C 3.426 2.781 -0.997
C 5.201 1.796 -2.446
H 7.498 0.023 -4.216
H 7.797 1.319 -3.045
H 7.155 1.703 -4.639
H 5.303 -1.016 -4.296
H 2.098 -1.309 -4.383
H 2.202 -1.899 -2.724
H 3.436 -2.363 -3.910
H -0.970 -4.833 3.834
H -0.923 -7.275 4.194
H -0.977 -8.820 2.267
H -1.083 -7.915 -0.033
H -1.076 -5.494 -0.411
H -0.420 -1.726 -2.766
H -1.912 -2.169 -4.696
H -2.323 -0.371 -6.349
H -1.300 1.844 -6.037
H -0.427 3.466 -4.385
H 1.188 2.816 -4.715
H 0.598 2.906 -3.055
H 3.155 2.338 -0.036
H 2.549 3.299 -1.388
H 4.214 3.513 -0.817
H 5.827 2.629 -2.142
```

Calculated values
2S+1 = 2

=====

No. 2
Entry from OMol25: a molecular structure, C11H21F5NbO at a distorted geometry (ωB97M-V/def2-TZVPD).

Geometry as XYZ:
```
39
C11H21F5NbO | OMol25 | ωB97M-V/def2-TZVPD
C 4.881 -1.159 2.102
C 3.745 -0.685 1.381
Nb 2.052 0.290 0.123
C 3.540 0.574 -1.578
C 4.221 2.061 -1.673
C 4.869 2.622 -0.275
F 3.324 3.107 -2.272
C 0.287 1.094 -1.095
F -0.716 0.029 -1.415
F 0.702 1.751 -2.391
C -0.515 2.298 -0.257
F 0.254 3.596 -0.339
F -0.641 1.953 1.182
H 5.943 -1.098 2.644
H 2.356 1.923 0.841
H 0.942 -0.031 1.562
H 1.642 -1.424 -0.416
H 2.966 0.280 -2.580
H 4.442 -0.198 -1.463
H 5.129 1.963 -2.442
H 5.502 1.784 0.290
H 4.101 3.166 0.438
H 5.653 3.466 -0.588
H -1.605 2.480 -0.703
C -3.157 -0.784 -0.367
C -3.193 -2.293 -0.183
O -3.343 -2.695 1.177
C -4.525 -2.255 1.841
C -5.805 -2.741 1.183
H -2.342 -0.345 0.222
H -3.005 -0.532 -1.422
H -4.086 -0.311 -0.042
H -2.243 -2.711 -0.531
H -3.973 -2.747 -0.800
H -4.519 -1.165 1.939
H -4.479 -2.656 2.861
H -5.908 -2.365 0.162
H -6.677 -2.408 1.753
H -5.818 -3.835 1.131
```

Calculated values
Total charge = -1

=====

No. 3
Entry from OMol25: 2 unconnected molecules or ions with the total composition C7H15N3O2 at a distorted geometry (ωB97M-V/def2-TZVPD).

Geometry as XYZ:
```
27
C7H15N3O2 | OMol25 | ωB97M-V/def2-TZVPD
C 0.948 -2.282 1.013
C 2.421 0.793 -0.125
C -2.240 0.602 0.981
C -2.704 0.424 -0.499
C -0.676 0.947 1.016
C -1.963 -0.795 -1.204
C -0.055 -0.219 0.382
N 3.253 0.102 -0.914
N 2.660 1.920 0.506
N -0.481 -0.600 -1.036
O 1.090 -2.642 -0.124
O 0.228 -1.131 1.217
H 1.376 -2.860 1.848
H -2.870 1.257 1.410
H -2.313 -0.373 1.470
H -3.657 0.061 -0.545
H -2.645 1.347 -1.144
H -0.403 1.876 0.523
H -0.402 1.014 2.049
H -2.244 -1.744 -0.885
H -1.966 -0.891 -2.381
H 3.168 -0.919 -1.186
H 4.167 0.459 -0.826
H 1.925 2.537 0.910
H 3.712 2.273 0.449
H 0.096 -1.336 -1.203
H -0.422 0.180 -1.701
```

Calculated values
Relative energy (zero: lowest compared OMol25 entry of this formula, charge and spin) = 81.8 kcal/mol
Total charge = +2

=====

No. 4
Entry from OMol25: C4H5NO in the gas phase (ωB97M-V/def2-TZVPD).

Geometry as XYZ:
```
11
C4H5NO | OMol25 | ωB97M-V/def2-TZVPD
C 0.142 -1.899 -0.086
N 0.097 -0.484 -0.390
C 0.026 0.434 0.610
O 0.085 0.153 1.794
C -0.127 1.816 0.138
C -0.276 2.956 -0.219
H 0.689 -2.430 -0.868
H -0.866 -2.323 0.008
H 0.662 -2.026 0.866
H -0.027 -0.171 -1.341
H -0.405 3.975 -0.512
```

Calculated values
Relative energy (zero: lowest compared OMol25 entry of this formula, charge and spin) = 38.0 kcal/mol
SMILES = C#CC(=O)NC

=====

No. 5
Entry from OMol25: C4H8O2 in the gas phase (ωB97M-V/def2-TZVPD).

Geometry as XYZ:
```
14
C4H8O2 | OMol25 | ωB97M-V/def2-TZVPD
C -0.692 -1.286 0.319
C -0.697 0.233 0.375
O -0.945 0.591 1.722
C 0.644 0.810 -0.127
C 0.635 0.841 -1.633
O 1.519 0.024 -2.140
H 0.047 -1.675 1.028
H -0.440 -1.639 -0.687
H -1.672 -1.684 0.594
H -1.158 1.532 1.744
H 0.723 1.850 0.217
H 1.482 0.238 0.322
H -1.492 0.619 -0.279
H 2.047 -0.453 -1.458
```

Calculated values
Relative energy (zero: lowest compared OMol25 entry of this formula, charge and spin) = 77.7 kcal/mol

=====

No. 6
Entry from OMol25: a molecular structure, C38H29BrLiN7O3S (ωB97M-V/def2-TZVPD).

Geometry as XYZ:
```
80
C38H29BrLiN7O3S | OMol25 | ωB97M-V/def2-TZVPD
Li -1.615 0.041 -0.760
N 0.520 -4.509 -0.332
C 0.132 -3.314 0.157
N -1.057 -2.823 0.056
C -1.995 -3.516 -0.697
N -3.095 -2.974 -1.054
N -3.211 -1.603 -0.884
C -4.117 -1.173 -0.113
C -4.462 0.281 -0.112
C -5.412 0.758 0.780
C -5.762 2.098 0.728
C -5.167 2.908 -0.225
C -4.229 2.341 -1.075
N -3.865 1.059 -1.021
C -1.708 -4.911 -1.086
C -2.658 -5.761 -1.649
C -2.317 -7.045 -2.023
C -1.008 -7.497 -1.836
C -0.055 -6.671 -1.278
C -0.410 -5.375 -0.904
H 1.483 -4.786 -0.238
H 0.905 -2.746 0.666
H -4.698 -1.846 0.523
H -5.868 0.085 1.498
H -6.497 2.501 1.415
H -5.419 3.958 -0.312
H -3.733 2.947 -1.828
H -3.660 -5.381 -1.793
H -3.060 -7.699 -2.465
H -0.735 -8.505 -2.126
H 0.962 -7.016 -1.129
C -1.736 -0.660 2.498
O -1.594 0.304 1.450
C -1.096 1.514 1.839
C -0.803 1.856 3.142
C -0.289 3.127 3.411
Br 0.098 3.596 5.203
C -0.067 4.032 2.408
C -0.369 3.682 1.083
C -0.894 2.434 0.800
O -1.239 2.036 -0.434
C -0.130 4.596 -0.035
N -0.465 4.325 -1.272
C -0.046 5.424 -2.023
C -0.146 5.667 -3.392
C 0.361 6.860 -3.875
C 0.959 7.801 -3.019
C 1.066 7.572 -1.659
C 0.551 6.366 -1.188
N 0.484 5.808 0.081
H -2.483 -0.322 3.220
H -0.779 -0.813 3.001
H -2.034 -1.583 2.027
H -0.956 1.159 3.953
H 0.331 5.008 2.651
H -0.994 2.749 -1.070
H -0.602 4.934 -4.049
H 0.301 7.076 -4.936
H 1.347 8.724 -3.434
H 1.529 8.297 -0.998
H 0.858 6.204 0.923
C 7.373 -4.782 2.103
C 6.257 -3.919 1.561
O 5.160 -4.352 1.327
S 6.755 -2.217 1.309
C 5.259 -1.543 0.680
C 5.017 -1.524 -0.691
C 3.804 -1.069 -1.183
C 2.789 -0.633 -0.317
C 3.073 -0.613 1.059
C 4.289 -1.064 1.553
C 1.477 -0.310 -0.803
C 0.318 -0.268 -1.230
H 7.539 -5.606 1.409
H 7.054 -5.201 3.057
H 8.301 -4.226 2.239
H 5.780 -1.886 -1.371
H 3.607 -1.076 -2.247
H 2.312 -0.245 1.738
H 4.482 -1.063 2.619
```

Calculated values
Relative energy (zero: lowest compared OMol25 entry of this formula, charge and spin) = 1.2 kcal/mol

=====

No. 7
Entry from OMol25: a molecular structure, C22H25HgN3O3 at a distorted geometry (ωB97M-V/def2-TZVPD).

Geometry as XYZ:
```
54
C22H25HgN3O3 | OMol25 | ωB97M-V/def2-TZVPD
C -0.698 -1.960 -5.697
C -1.393 -1.172 -6.564
H -0.562 -3.019 -5.933
H -0.223 -1.545 -4.806
C -1.568 0.244 -6.312
C -1.443 0.758 -5.055
H -1.229 0.120 -4.196
H -1.619 1.825 -4.897
C -1.985 -1.783 -7.824
H -1.735 -2.851 -7.850
H -1.595 -1.309 -8.738
H -3.085 -1.688 -7.846
C -1.900 1.169 -7.472
H -2.832 0.879 -7.982
H -1.097 1.175 -8.230
H -2.015 2.191 -7.088
Hg -0.144 0.158 2.524
O 0.768 -0.556 0.786
C 1.416 0.060 -0.130
O 1.698 1.781 2.445
C 2.342 1.895 1.404
O 3.284 2.830 1.271
N 2.227 1.144 0.211
C 3.912 2.674 -0.042
C 3.106 1.672 -0.806
H 4.942 2.327 0.093
H 3.932 3.634 -0.563
H 3.701 0.852 -1.202
H 2.480 2.148 -1.568
C 1.274 -0.492 -1.452
C 0.371 -1.473 -1.644
H 1.921 -0.126 -2.264
H -0.246 -1.794 -0.797
H 0.252 -1.956 -2.618
C -3.212 1.867 4.842
C -3.172 1.226 6.086
C -2.149 0.317 6.374
C -1.167 0.056 5.414
N -1.270 0.690 4.212
C -2.235 1.583 3.911
C -0.029 -0.856 5.558
C 0.219 -1.599 6.725
C 1.352 -2.419 6.778
C 2.212 -2.472 5.676
C 1.897 -1.715 4.546
N 0.796 -0.963 4.487
H -3.987 2.577 4.580
H -3.943 1.434 6.831
H -2.090 -0.211 7.327
H -2.200 2.022 2.912
H -0.494 -1.519 7.553
H 1.556 -3.008 7.677
H 3.108 -3.091 5.677
H 2.553 -1.732 3.673
```

Calculated values
Total charge = +2

=====

No. 8
Entry from OMol25: a molecular structure, C14H28Cl2O2SiSn at a distorted geometry (ωB97M-V/def2-TZVPD).

Geometry as XYZ:
```
48
C14H28Cl2O2SiSn | OMol25 | ωB97M-V/def2-TZVPD
C -0.732 0.694 -2.439
C -1.569 -0.422 -2.190
C -0.734 -1.552 -1.974
C -3.041 -0.402 -2.120
C 0.621 -1.139 -2.116
C 0.631 0.258 -2.381
C 1.834 1.099 -2.556
C -1.212 2.066 -2.701
C -1.195 -2.907 -1.609
C 1.798 -2.015 -1.966
Sn 0.232 0.700 0.825
Cl -2.091 -0.067 0.933
Cl 0.219 2.972 0.427
O 1.860 -0.336 0.327
H -3.418 0.575 -1.814
H -3.427 -1.171 -1.449
H -3.442 -0.610 -3.114
H -1.983 -2.880 -0.839
H -0.366 -3.530 -1.246
H -1.618 -3.407 -2.494
H 1.623 -2.815 -1.237
H 2.687 -1.453 -1.668
H 2.005 -2.489 -2.932
H 2.696 0.692 -2.018
H 1.702 2.134 -2.226
H 2.071 1.093 -3.626
H -2.034 2.372 -2.031
H -1.607 2.086 -3.729
H -0.410 2.813 -2.629
H 2.254 -0.906 1.011
O 2.870 4.094 -0.235
H 3.787 4.135 0.128
C -2.310 -0.777 4.221
Si -0.458 -0.838 3.900
C 0.437 -0.508 5.537
C -0.042 -2.536 3.227
C 0.250 0.680 2.981
H -2.560 -1.373 5.105
H -2.882 -1.173 3.376
H -2.649 0.244 4.421
H 0.161 -1.183 6.351
H 1.521 -0.589 5.393
H 0.213 0.513 5.870
H -0.569 -2.765 2.290
H 1.037 -2.669 3.073
H -0.347 -3.296 3.963
H -0.239 1.618 3.286
H 1.311 0.878 3.181
```

Calculated values
Total charge = -2

=====

E_tot
In order: -142537.627, -28920.789, -16046.747, -7764.880, -8369.914, -137532.496, -37990.813, -57821.556
Unit: eV